Record 1
{
  "formula": "C5H9ClN2",
  "method": "ωB97M-V/def2-TZVPD",
  "species": ["C", "C", "C", "C", "C", "N", "N", "Cl", "H", "H", "H", "H", "H", "H", "H", "H", "H"],
  "xyz": [[-0.913, -1.654, -0.470], [-0.433, 1.528, -0.389], [-2.321, -1.344, -0.528], [2.609, 0.100, -0.126], [1.593, 0.679, 0.862], [0.159, -2.018, -0.558], [0.412, 1.006, 0.189], [-3.107, 2.267, 0.891], [-2.826, -2.180, -1.001], [-2.634, -1.227, 0.456], [-2.535, -0.383, -1.143], [3.453, 0.713, -0.350], [2.967, -0.863, 0.296], [2.040, -0.180, -1.040], [2.151, 1.581, 1.300], [1.360, -0.001, 1.673], [-1.975, 1.975, -0.062]],
  "forces_ev_per_angstrom": [[-1.14, 0.06, -0.76], [-0.96, 0.05, -0.31], [0.05, 1.43, -2.27], [-1.04, -2.45, -0.22], [2.42, 0.88, 0.68], [1.74, -0.40, 0.22], [0.19, 1.15, 0.28], [1.57, -0.49, -1.55], [-0.14, -0.03, 0.01], [-1.06, 0.41, 1.68], [0.48, -1.61, 1.16], [0.33, 0.65, -0.11], [0.01, 0.60, -0.41], [0.76, 0.20, 0.44], [-1.64, -0.84, -0.36], [-0.04, -0.12, 0.01], [-1.53, 0.52, 1.54]],
  "de_lowest_kj_mol": 222.1,
  "spin_multiplicity": 1,
  "e_lumo_ha": 0.0261,
  "e_tot_ha": -765.54549
}

---

Record 2
{
  "formula": "C4H7N3O",
  "method": "ωB97M-V/def2-TZVPD",
  "species": ["C", "N", "C", "O", "C", "C", "N", "N", "H", "H", "H", "H", "H", "H", "H"],
  "xyz": [[-0.503, 1.957, 0.407], [-0.161, 0.622, -0.187], [-1.144, -0.439, -0.156], [-2.366, -0.220, -0.340], [-0.411, -1.643, 0.105], [0.904, -1.249, 0.380], [1.063, 0.067, 0.165], [2.330, 0.194, -0.412], [-0.264, 2.028, 1.544], [-1.603, 1.964, 0.063], [-0.042, 2.870, -0.081], [-0.873, -2.512, 0.443], [1.609, -2.065, 0.945], [2.167, 0.217, -1.369], [2.236, 1.323, -0.205]],
  "forces_ev_per_angstrom": [[-0.92, -0.11, -0.37], [0.27, 1.05, -0.70], [-2.28, 1.42, -1.07], [2.84, -0.38, 0.70], [2.40, 1.90, 0.94], [-2.90, -4.62, 1.82], [-0.14, -3.34, 2.79], [-0.44, 7.36, 2.07], [-0.82, -0.40, -1.92], [1.36, 0.40, 1.35], [-0.11, -1.42, 0.22], [-0.59, -1.43, 0.06], [-1.02, 2.82, -2.01], [-0.10, -0.46, -2.78], [2.45, -2.80, -1.08]],
  "de_lowest_kj_mol": 436.8,
  "spin_multiplicity": 1,
  "smiles": "Cn1c(=O)ccn1N",
  "e_lumo_ha": 0.0152,
  "e_tot_ha": -395.98203
}

---

Record 3
{
  "formula": "C2H6N4S",
  "method": "ωB97M-V/def2-TZVPD",
  "species": ["H", "N", "N", "N", "S", "H", "N", "C", "C", "H", "H", "H", "H"],
  "xyz": [[0.443, -2.332, -1.030], [0.932, -2.121, -0.177], [1.920, -1.407, -0.038], [2.335, -0.314, 0.063], [3.567, 0.594, 0.182], [0.481, 1.441, 1.502], [0.203, 0.940, 0.740], [-1.027, 1.004, 0.525], [-1.670, 0.363, -0.537], [-1.761, 1.468, 1.310], [-0.942, -0.400, -0.895], [-1.976, 1.010, -1.458], [-2.505, -0.245, -0.186]],
  "forces_ev_per_angstrom": [[0.68, 0.58, -0.99], [-0.25, -1.47, 2.07], [-1.53, 1.35, -1.25], [-0.67, -2.44, -0.08], [2.20, 1.84, 0.19], [0.93, 1.56, 2.78], [-0.26, -1.32, -2.75], [-1.11, 2.25, 4.11], [-0.89, -2.17, -4.35], [1.28, -0.22, -1.23], [-0.41, 0.55, -0.26], [0.39, -0.94, 1.87], [-0.36, 0.42, -0.11]],
  "de_lowest_kj_mol": 557.2,
  "spin_multiplicity": 1,
  "smiles": "[H]/N=N\\N=S.[H]/N=C/C",
  "e_lumo_ha": [-0.0085, -0.0085],
  "e_tot_ha": -696.81384
}

---

Record 4
{
  "formula": "C5H10NO",
  "method": "ωB97M-V/def2-TZVPD",
  "species": ["C", "C", "C", "C", "C", "N", "O", "H", "H", "H", "H", "H", "H", "H", "H", "H", "H"],
  "xyz": [[-1.562, -2.501, -0.609], [-0.518, -1.030, 1.084], [1.412, 1.372, 0.941], [-2.905, -2.265, -1.175], [2.906, 2.974, 0.025], [-1.066, -1.813, 0.307], [1.924, 1.933, -0.047], [-0.988, -3.341, -0.979], [-0.623, -1.182, 2.151], [0.153, -0.133, 0.801], [1.755, 1.723, 1.939], [-2.799, -1.844, -2.178], [-3.433, -3.210, -1.283], [-3.488, -1.579, -0.568], [2.449, 3.893, -0.341], [3.726, 2.696, -0.634], [3.259, 3.107, 1.051]],
  "forces_ev_per_angstrom": [[-0.20, -0.25, -0.05], [0.74, 0.92, 0.75], [-1.22, -1.35, 1.00], [-0.32, 0.22, -0.07], [0.67, 0.81, 0.09], [-0.05, -0.17, -0.65], [0.32, 0.33, -0.88], [0.26, -0.08, 0.05], [-0.18, -0.26, 0.17], [-0.35, -0.34, -0.16], [0.49, 0.51, -0.28], [0.05, -0.02, -0.04], [0.00, -0.06, 0.02], [0.00, 0.03, 0.01], [-0.01, -0.14, 0.03], [-0.09, -0.04, 0.07], [-0.11, -0.11, -0.06]],
  "de_lowest_kj_mol": 495.3,
  "spin_multiplicity": 1,
  "total_charge": 1,
  "e_lumo_ha": -0.1404,
  "e_tot_ha": -326.09315
}

---

Record 5
{
  "formula": "C3H7NO2",
  "method": "ωB97M-V/def2-TZVPD",
  "species": ["C", "C", "N", "C", "O", "O", "H", "H", "H", "H", "H", "H", "H"],
  "xyz": [[-1.094, 1.567, 0.069], [-0.288, 0.468, 0.782], [0.673, -0.198, -0.082], [0.642, -1.534, -0.283], [-0.246, -2.283, 0.016], [1.823, -1.938, -0.862], [-2.127, 1.519, 0.384], [-0.653, 2.564, 0.170], [-1.133, 1.402, -1.005], [0.266, 0.946, 1.592], [-0.998, -0.245, 1.190], [1.441, 0.344, -0.428], [1.695, -2.613, -1.542]],
  "forces_ev_per_angstrom": [[0.35, -0.09, -0.61], [-0.07, 0.80, -0.25], [-0.59, -0.02, 0.52], [0.72, 0.01, -0.41], [-0.38, -0.24, 0.02], [0.17, 0.44, -0.36], [-0.22, 0.45, 0.35], [-0.28, -0.14, 0.33], [0.09, -0.30, -0.16], [-0.10, -0.25, 0.23], [0.39, -0.33, -0.04], [0.26, -0.19, -0.08], [-0.35, -0.14, 0.46]],
  "de_lowest_kj_mol": 33.0,
  "spin_multiplicity": 1,
  "smiles": "CCNC(=O)O",
  "e_lumo_ha": 0.0288,
  "e_tot_ha": -323.76839
}

---

Record 6
{
  "formula": "C2H2LiLuO2",
  "method": "ωB97M-V/def2-TZVPD",
  "species": ["O", "C", "C", "O", "Li", "Lu", "H", "H"],
  "xyz": [[-0.651, -0.466, 0.606], [-1.550, 0.158, 0.164], [-2.468, 0.894, -0.383], [3.632, -0.965, 0.381], [5.174, -0.841, -0.315], [1.625, -1.127, 0.692], [-2.707, 1.862, 0.062], [-3.054, 0.484, -1.207]],
  "forces_ev_per_angstrom": [[2.02, -1.02, 0.55], [-1.95, 1.75, -1.27], [0.51, -0.70, 0.56], [-5.81, -0.34, 0.71], [0.67, 0.06, -0.13], [4.46, 0.30, -0.45], [0.02, -0.17, -0.12], [0.09, 0.13, 0.14]],
  "de_lowest_kj_mol": 13.0,
  "spin_multiplicity": 1,
  "total_charge": 2,
  "e_lumo_ha": -0.3827,
  "e_tot_ha": -1470.31307
}

---

Record 7
{
  "formula": "C21H29N5O3S2",
  "method": "ωB97M-V/def2-TZVPD",
  "species": ["C", "H", "H", "H", "C", "C", "H", "H", "H", "C", "H", "H", "C", "N", "C", "O", "C", "C", "N", "H", "H", "C", "N", "S", "C", "O", "N", "H", "H", "C", "C", "C", "C", "C", "S", "H", "H", "H", "H", "H", "H", "C", "O", "N", "H", "C", "H", "C", "C", "H", "C", "H", "H", "C", "H", "H", "H", "H", "H", "H"],
  "xyz": [[1.692, -3.651, -0.908], [2.056, -2.629, -0.985], [2.133, -4.103, -0.021], [2.044, -4.196, -1.780], [0.168, -3.709, -0.827], [-0.292, -5.163, -0.753], [0.081, -5.725, -1.605], [0.078, -5.632, 0.156], [-1.378, -5.219, -0.754], [-0.362, -2.938, 0.388], [-1.406, -3.218, 0.544], [0.214, -3.215, 1.274], [-0.294, -1.417, 0.189], [-0.063, -0.711, 1.433], [1.087, -0.103, 1.822], [1.251, 0.226, 2.997], [2.151, 0.207, 0.868], [3.437, 0.579, 1.279], [3.911, 0.547, 2.528], [3.237, 0.445, 3.273], [4.839, 0.921, 2.675], [4.221, 0.964, 0.142], [3.597, 0.932, -1.014], [2.070, 0.426, -0.858], [5.623, 1.418, 0.242], [6.206, 1.514, 1.309], [6.188, 1.718, -0.944], [5.650, 1.628, -1.788], [7.139, 2.044, -0.974], [-1.114, -0.829, 2.441], [-2.008, 0.370, 2.445], [-1.681, 1.651, 2.769], [-2.776, 2.539, 2.680], [-3.918, 1.916, 2.292], [-3.680, 0.238, 2.014], [-4.892, 2.340, 2.150], [-2.714, 3.589, 2.903], [-0.692, 1.940, 3.076], [-1.698, -1.726, 2.240], [-0.625, -0.918, 3.417], [0.522, -1.195, -0.498], [-1.592, -0.884, -0.457], [-2.595, -1.552, -0.578], [-1.484, 0.397, -0.848], [-0.604, 0.878, -0.741], [-2.552, 1.127, -1.497], [-3.464, 0.565, -1.284], [-2.300, 1.250, -3.018], [-2.350, 2.747, -3.332], [-3.372, 3.048, -3.564], [-1.907, 3.404, -2.028], [-0.825, 3.316, -1.913], [-2.173, 4.459, -1.977], [-2.625, 2.568, -0.972], [-3.667, 2.879, -0.900], [-2.178, 2.657, 0.018], [-1.714, 3.012, -4.175], [-1.311, 0.849, -3.247], [-3.030, 0.685, -3.593], [-0.257, -3.258, -1.730]],
  "forces_ev_per_angstrom": [[-0.26, 0.09, -0.11], [0.13, 0.12, 0.01], [0.08, -0.06, 0.12], [0.10, -0.05, -0.09], [0.02, -0.16, 0.25], [-0.02, 0.29, -0.17], [0.03, -0.13, -0.07], [0.05, -0.09, 0.13], [-0.13, -0.07, 0.02], [-0.07, 0.11, -0.35], [0.05, 0.01, 0.09], [0.04, 0.01, 0.04], [-0.07, -0.48, 0.03], [0.05, 0.03, 0.11], [-0.15, -0.11, 0.12], [0.01, 0.05, 0.18], [0.60, 0.27, -0.62], [-0.61, -0.33, -0.25], [0.20, 0.09, 0.51], [0.08, 0.05, -0.09], [-0.11, -0.06, 0.02], [-0.72, -0.16, -0.07], [0.38, 0.18, -0.07], [0.19, -0.02, 0.52], [0.42, 0.17, -0.38], [-0.01, -0.03, 0.20], [0.13, 0.05, -0.17], [0.02, 0.01, -0.01], [-0.07, -0.03, 0.06], [0.15, 0.04, 0.29], [-0.48, -0.04, -0.01], [0.07, -0.18, 0.02], [-0.17, 0.04, -0.01], [-0.14, -0.33, -0.05], [0.41, 0.48, 0.20], [-0.20, 0.14, -0.02], [-0.03, 0.19, 0.03], [0.21, 0.01, 0.07], [0.09, -0.06, 0.01], [-0.18, -0.11, -0.21], [-0.12, -0.11, 0.08], [0.67, 0.29, -0.04], [-0.38, -0.38, -0.05], [0.00, 0.10, -0.12], [-0.01, -0.08, 0.12], [-0.21, -0.11, 0.03], [0.12, 0.10, -0.01], [-0.15, 0.06, -0.10], [0.14, 0.01, -0.03], [-0.05, 0.06, -0.05], [-0.23, 0.03, -0.05], [0.12, 0.03, 0.01], [0.10, 0.08, 0.02], [0.15, 0.06, 0.01], [-0.05, 0.03, 0.03], [-0.12, -0.04, 0.07], [-0.05, 0.04, -0.09], [0.00, -0.04, -0.01], [0.03, -0.10, -0.06], [-0.02, 0.01, -0.02]],
  "de_lowest_kj_mol": 0.0,
  "spin_multiplicity": 1,
  "e_lumo_ha": -0.0119,
  "e_tot_ha": -2113.58130
}

---

Record 8
{
  "formula": "C14H35B4IN4O9",
  "method": "ωB97M-V/def2-TZVPD",
  "species": ["C", "B", "O", "B", "I", "O", "B", "C", "B", "O", "O", "O", "H", "H", "H", "H", "H", "H", "H", "C", "N", "C", "C", "O", "H", "H", "H", "H", "H", "H", "H", "C", "N", "C", "C", "O", "H", "H", "H", "H", "H", "H", "H", "C", "N", "C", "C", "O", "H", "H", "H", "H", "H", "H", "H", "C", "N", "C", "C", "O", "H", "H", "H", "H", "H", "H", "H"],
  "xyz": [[-2.532, -2.221, -3.649], [-1.417, -1.403, -2.840], [-0.512, -2.068, -1.958], [0.793, -1.535, -2.070], [2.610, -2.545, -1.375], [0.983, -0.279, -2.675], [-0.181, 0.524, -2.473], [-0.016, 1.908, -1.711], [-1.280, 2.357, -0.831], [-1.035, 3.164, 0.308], [-2.618, 2.065, -1.101], [-1.382, 0.011, -2.999], [-3.526, -2.131, -3.182], [-2.574, -1.889, -4.698], [-2.198, -3.273, -3.664], [0.233, 2.760, -2.378], [0.852, 1.817, -1.027], [-0.255, 3.673, 0.066], [-2.756, 1.136, -1.279], [-1.798, -6.960, 0.314], [-2.419, -6.173, -0.733], [-1.592, -5.307, -1.553], [-3.749, -6.218, -0.972], [-4.321, -5.582, -1.832], [-1.308, -6.294, 1.028], [-1.055, -7.628, -0.125], [-2.544, -7.555, 0.839], [-1.936, -4.277, -1.454], [-1.687, -5.608, -2.599], [-0.550, -5.373, -1.248], [-4.287, -6.903, -0.298], [4.368, 0.216, 3.799], [4.201, -0.945, 2.947], [3.062, -1.819, 3.165], [5.071, -1.234, 1.956], [4.987, -2.189, 1.209], [4.464, -0.105, 4.838], [3.497, 0.866, 3.704], [5.261, 0.773, 3.516], [3.415, -2.830, 3.387], [2.455, -1.856, 2.256], [2.456, -1.442, 3.996], [5.890, -0.502, 1.876], [-2.075, 0.132, 3.471], [-0.658, 0.353, 3.685], [0.024, 1.377, 2.910], [0.050, -0.363, 4.583], [1.238, -0.218, 4.800], [-2.246, -0.153, 2.431], [-2.623, 1.052, 3.688], [-2.442, -0.661, 4.121], [0.832, 0.920, 2.334], [0.456, 2.118, 3.584], [-0.673, 1.866, 2.234], [-0.556, -1.111, 5.117], [-0.766, 6.058, -3.417], [0.290, 6.401, -2.483], [1.353, 7.294, -2.910], [0.316, 5.914, -1.223], [1.167, 6.159, -0.395], [-0.333, 5.569, -4.292], [-1.283, 6.967, -3.731], [-1.485, 5.384, -2.953], [2.314, 6.785, -2.824], [1.370, 8.175, -2.267], [1.193, 7.599, -3.942], [-0.536, 5.251, -1.002]],
  "forces_ev_per_angstrom": [[1.19, -0.09, 0.38], [-1.23, -0.02, -0.49], [0.98, 1.47, -1.16], [0.25, 0.08, -0.42], [-1.06, 0.39, -0.19], [-1.38, -0.79, 1.55], [0.58, 0.61, -1.11], [-0.41, -0.38, 0.34], [-0.49, 0.54, 0.72], [-0.55, -0.45, -1.89], [1.22, 0.22, 1.02], [1.41, -1.18, 1.45], [0.31, -0.14, -0.23], [-0.14, 0.11, 0.44], [-0.55, 0.28, 0.08], [-0.16, -0.47, 0.00], [-0.23, 0.05, -0.42], [0.43, 0.01, 0.73], [-0.13, -0.24, -0.72], [0.10, 0.20, -0.21], [-0.24, -0.19, 0.17], [-0.28, -0.01, -0.08], [0.21, -0.07, 0.14], [0.00, 0.17, -0.17], [0.05, -0.13, 0.07], [0.03, -0.05, 0.15], [-0.03, 0.04, -0.05], [0.12, 0.01, -0.08], [0.09, 0.12, -0.02], [-0.05, -0.03, 0.06], [0.03, -0.05, 0.06], [-0.17, -0.14, -0.03], [0.33, 0.09, -0.23], [0.04, -0.16, 0.09], [-0.12, 0.20, 0.25], [-0.09, -0.22, -0.12], [-0.03, 0.16, 0.03], [0.04, 0.05, 0.16], [0.01, -0.09, -0.05], [-0.08, -0.01, -0.09], [-0.03, -0.10, 0.06], [0.45, -0.20, -0.42], [0.03, 0.05, 0.04], [0.18, 0.20, -0.11], [0.06, -0.29, 0.25], [0.09, -0.10, 0.13], [-0.37, 0.16, -0.14], [-0.15, 0.36, 0.23], [-0.15, 0.00, 0.04], [-0.12, -0.08, -0.06], [0.07, 0.01, 0.01], [0.02, 0.10, -0.02], [0.05, 0.03, -0.10], [0.00, -0.06, 0.09], [-0.05, -0.02, 0.00], [0.25, 0.16, -0.01], [-0.18, -0.23, 0.16], [0.07, -0.05, 0.25], [-0.10, 0.11, -0.32], [0.19, -0.02, 0.10], [-0.14, 0.00, -0.05], [-0.09, -0.10, -0.08], [0.04, 0.03, 0.05], [0.03, 0.11, -0.03], [0.10, 0.01, -0.07], [-0.07, -0.05, 0.02], [-0.18, 0.09, -0.13]],
  "de_lowest_kj_mol": 109.0,
  "spin_multiplicity": 1,
  "smiles": "CB1OB(I)OB(CB(O)O)O1.CN(C)C=O.CN(C)C=O.CN(C)C=O.CN(C)C=O",
  "e_lumo_ha": -0.0004,
  "e_tot_ha": -1848.15161
}